{
  "formula": "C16H22ClN10O2RuS",
  "method": "ωB97M-V/def2-TZVPD",
  "elements": ["Ru", "C", "C", "N", "C", "S", "N", "N", "C", "C", "C", "C", "C", "C", "C", "N", "H", "H", "H", "H", "H", "H", "H", "H", "H", "H", "H", "H", "H", "N", "N", "C", "N", "N", "N", "O", "O", "H", "H", "H", "H", "H", "Cl", "C", "C", "C", "C", "N", "C", "H", "H", "H", "H"],
  "positions_angstrom": [[0.39, 0.39, 0.15], [4.53, -0.42, 4.25], [3.65, -1.56, 3.77], [3.57, -1.60, 2.30], [2.67, -1.00, 1.56], [1.37, -0.07, 2.20], [2.80, -1.22, 0.20], [1.90, -0.64, -0.51], [1.89, -0.95, -1.86], [2.95, -1.77, -2.46], [0.75, -0.46, -2.56], [0.53, -0.75, -3.91], [-0.61, -0.27, -4.53], [-1.51, 0.48, -3.78], [-1.24, 0.73, -2.44], [-0.16, 0.28, -1.83], [4.58, -0.43, 5.33], [4.13, 0.55, 3.94], [5.55, -0.52, 3.87], [2.63, -1.47, 4.15], [4.03, -2.52, 4.08], [4.29, -2.11, 1.80], [3.85, -1.76, -1.86], [3.17, -1.44, -3.48], [2.60, -2.81, -2.52], [1.25, -1.34, -4.46], [-0.80, -0.49, -5.57], [-2.41, 0.87, -4.23], [-1.92, 1.32, -1.84], [-1.37, 3.16, 1.27], [-2.54, 2.55, 1.71], [-2.73, 1.24, 1.59], [-3.84, 0.72, 2.07], [-1.74, 0.53, 0.95], [-1.85, -0.80, 0.87], [-2.77, -1.49, 1.20], [-0.79, -1.29, 0.35], [-0.89, 3.59, 2.06], [-1.59, 3.89, 0.60], [-3.25, 3.10, 2.18], [-4.52, 1.30, 2.55], [-4.03, -0.27, 1.99], [2.23, 4.61, -3.15], [2.11, 4.01, -1.55], [2.61, 4.73, -0.47], [2.47, 4.17, 0.79], [1.85, 2.95, 0.94], [1.37, 2.25, -0.11], [1.50, 2.79, -1.33], [3.09, 5.69, -0.61], [2.84, 4.68, 1.67], [1.75, 2.50, 1.91], [1.12, 2.24, -2.17]],
  "lowdin_charge": [1.10, -0.06, -0.21, 0.05, -0.64, 0.84, 0.10, -0.13, -0.11, 0.04, -0.18, 0.08, 0.04, 0.05, -0.07, -0.04, 0.10, 0.07, 0.09, 0.10, 0.14, 0.18, 0.10, 0.11, 0.15, 0.14, 0.15, 0.14, 0.13, 0.06, 0.01, -0.34, 0.25, 0.06, -0.39, 0.17, -0.12, 0.11, 0.11, 0.18, 0.16, 0.12, 0.79, -0.63, -0.02, 0.00, -0.15, -0.09, -0.14, 0.14, 0.13, 0.06, 0.09],
  "de_lowest_kj_mol": 24.7,
  "largest_force_ha_per_bohr": 0.0109,
  "e_lumo_ev": [-12.5, -12.5],
  "energy_ev": -61855.5342,
  "spin_multiplicity": 1,
  "gap_ev": [4.83, 4.88],
  "charge": 3,
  "homo_ev": [-17.34, -17.38]
}

{
  "formula": "C19H40BF3NO2S2",
  "method": "ωB97M-V/def2-TZVPD",
  "elements": ["C", "C", "C", "C", "N", "C", "C", "C", "C", "B", "C", "C", "O", "C", "F", "F", "F", "C", "S", "S", "C", "C", "C", "H", "H", "H", "H", "H", "H", "H", "H", "H", "H", "H", "H", "H", "H", "H", "H", "H", "H", "H", "H", "H", "H", "H", "H", "H", "H", "H", "H", "H", "H", "C", "C", "O", "C", "C", "H", "H", "H", "H", "H", "H", "H", "H", "H", "H"],
  "positions_angstrom": [[-3.30, -4.76, 1.39], [-2.05, -5.52, 2.17], [-0.78, -4.46, 2.38], [-0.11, -4.09, 0.93], [-0.20, -2.61, 0.60], [0.86, -1.79, 1.30], [0.36, -0.31, 1.80], [0.27, 0.81, 0.59], [-1.25, 0.98, -0.04], [-1.15, 1.40, -1.63], [-2.40, 2.29, -2.20], [-3.81, 1.47, -2.41], [-4.20, 0.61, -1.27], [-3.90, 0.57, -3.77], [-2.63, 0.43, -4.52], [-4.89, 1.22, -4.70], [-4.43, -0.81, -3.51], [-0.10, -2.53, -0.91], [-1.59, -2.29, -1.77], [1.44, -2.69, -1.95], [2.12, -1.02, -2.47], [2.36, -1.10, -4.12], [1.00, -0.52, -4.89], [-3.33, -4.98, 0.23], [-3.10, -3.60, 1.52], [-4.33, -5.07, 1.89], [-2.39, -5.98, 3.22], [-1.74, -6.47, 1.52], [0.04, -5.05, 3.01], [-1.08, -3.51, 3.02], [0.99, -4.46, 0.79], [-0.74, -4.65, 0.08], [1.86, -1.66, 0.71], [1.14, -2.39, 2.29], [-0.62, -0.34, 2.47], [1.21, 0.10, 2.54], [1.09, 0.57, -0.20], [0.55, 1.88, 1.05], [-1.89, 1.79, 0.50], [-1.80, -0.07, 0.11], [-0.18, 2.09, -1.73], [-0.93, 0.47, -2.34], [-2.08, 2.72, -3.27], [-2.50, 3.25, -1.51], [-4.66, 2.30, -2.50], [-5.12, 0.89, -0.94], [3.13, -0.72, -1.93], [1.37, -0.12, -2.30], [2.53, -2.26, -4.34], [3.29, -0.46, -4.44], [1.33, 0.52, -5.37], [0.15, -0.31, -4.10], [0.65, -1.31, -5.68], [4.43, 2.84, 2.97], [3.29, 3.22, 2.04], [2.04, 3.40, 2.72], [2.00, 4.42, 3.71], [2.27, 5.81, 3.15], [4.17, 1.96, 3.56], [5.33, 2.62, 2.39], [4.67, 3.65, 3.66], [3.14, 2.41, 1.32], [3.53, 4.11, 1.46], [2.67, 4.19, 4.53], [0.98, 4.40, 4.12], [3.29, 5.90, 2.79], [2.12, 6.57, 3.93], [1.60, 6.03, 2.31]],
  "lowdin_charge": [-0.15, -0.27, -0.20, -0.23, -0.22, -0.21, -0.19, -0.22, -0.23, -0.63, -0.16, -0.24, -0.09, -0.18, 0.01, -0.04, -0.03, -0.93, 0.66, 0.74, -0.50, -0.30, -0.13, 0.08, 0.08, 0.07, 0.10, 0.10, 0.10, 0.12, 0.12, 0.12, 0.11, 0.12, 0.12, 0.10, 0.08, 0.10, 0.09, 0.07, 0.04, 0.00, 0.11, 0.11, 0.15, 0.12, 0.08, 0.07, 0.08, 0.09, 0.08, 0.05, 0.07, -0.09, -0.27, -0.17, -0.28, -0.09, 0.08, 0.07, 0.06, 0.12, 0.11, 0.10, 0.12, 0.06, 0.07, 0.09],
  "de_lowest_kj_mol": 740.3,
  "largest_force_ha_per_bohr": 0.0937,
  "e_lumo_ev": 2.3,
  "energy_ev": -56428.2540,
  "spin_multiplicity": 1,
  "gap_ev": 7.25,
  "charge": -1,
  "homo_ev": -4.97
}

{
  "formula": "C9H9N3",
  "method": "ωB97M-V/def2-TZVPD",
  "elements": ["C", "C", "C", "C", "C", "C", "C", "C", "C", "H", "H", "H", "H", "H", "H", "H", "H", "H", "N", "N", "N"],
  "positions_angstrom": [[-3.48, 0.73, 0.18], [-2.13, 0.25, 0.20], [-0.93, 1.04, -0.16], [0.26, 0.33, -0.09], [1.47, 0.94, 0.01], [2.62, 0.26, 0.25], [2.41, -1.10, 0.13], [1.41, -1.84, -0.15], [0.17, -1.05, -0.12], [-3.52, 2.00, -0.16], [-3.93, 0.34, -0.69], [-4.22, 0.66, 1.01], [-0.89, 2.10, -0.46], [2.59, 2.63, -0.06], [1.13, 2.57, -0.89], [3.60, 0.52, 0.29], [3.44, -1.53, 0.22], [1.36, -2.95, 0.07], [1.60, 2.34, 0.01], [-0.96, -1.75, -0.16], [-2.11, -1.12, 0.03]],
  "lowdin_charge": [-0.09, -0.30, 0.09, -0.16, -0.31, 0.00, -0.16, -0.03, -0.23, 0.16, 0.05, 0.09, 0.12, 0.11, 0.10, 0.09, 0.13, 0.15, 0.09, 0.07, 0.07],
  "de_lowest_kj_mol": 430.1,
  "largest_force_ha_per_bohr": 0.1687,
  "e_lumo_ev": -0.3,
  "energy_ev": -13945.5901,
  "spin_multiplicity": 1,
  "gap_ev": 8.12,
  "homo_ev": -8.39
}